# 1
A structure of composition C21H36BCl16F3O6P in a non-equilibrium geometry, computed with ωB97M-V/def2-TZVPD.

```
84
Properties=species:S:1:pos:R:3:forces:R:3
C 2.148 -2.189 -0.032 -1.38 0.30 0.26
C 1.329 -1.122 -0.970 -0.81 -1.01 0.43
C -0.126 -1.837 -1.379 1.48 -0.32 0.91
P -1.524 -0.584 -1.725 1.77 -0.70 -0.65
C -1.586 -0.366 -3.653 -0.59 -0.01 -0.98
O -1.497 1.048 -4.058 4.48 -3.56 1.35
O -2.721 1.481 -4.327 -4.41 2.72 -0.68
C -1.377 1.077 -0.797 0.82 1.93 -0.28
O -1.248 0.805 0.669 -1.83 4.00 0.30
C -1.646 2.025 1.414 0.94 -0.12 2.42
F -3.120 2.296 1.356 5.28 -0.67 -0.18
F -1.312 1.751 2.859 -1.38 1.03 -5.43
F -0.839 3.234 1.027 -3.33 -4.31 1.08
B -3.185 -1.402 -1.181 -4.43 -1.83 1.31
O -3.266 -2.496 -0.165 -0.04 4.28 -1.35
O -4.433 -0.911 -1.857 3.25 0.51 2.74
O 1.978 -0.781 -2.244 0.45 -0.08 2.05
C 3.300 -0.163 -2.056 0.55 2.20 -1.14
C 3.089 1.333 -1.395 -0.21 3.01 2.18
C 2.709 2.665 -2.271 0.34 -0.25 4.39
C 2.472 4.102 -1.492 0.54 -3.04 1.66
C 2.594 4.235 0.138 0.57 -3.85 -2.56
C 2.997 2.879 0.998 -0.42 0.33 -3.50
C 3.240 1.429 0.254 -0.10 4.28 -4.58
H 3.252 -1.870 0.216 -2.39 -0.75 -0.95
H 1.581 -2.208 1.018 1.12 0.10 -2.68
H 2.038 -3.268 -0.472 0.61 2.03 0.66
H 1.045 -0.211 -0.293 0.91 -1.29 -1.43
H 0.040 -2.541 -2.308 -0.55 1.52 1.66
H -0.426 -2.492 -0.454 0.27 1.30 -1.81
H -2.615 -0.819 -3.983 1.82 1.04 0.57
H -0.745 -1.034 -4.154 -1.47 1.81 1.23
H -2.651 2.482 -4.313 0.14 -1.63 0.00
H -0.397 1.669 -1.134 -2.00 -1.44 0.49
H -2.300 1.789 -1.022 1.77 -1.76 0.37
H -3.784 -2.102 0.618 0.64 -1.13 -1.65
H -4.543 0.065 -1.633 0.07 -1.58 -0.83
H 3.739 0.027 -3.149 -1.16 -0.58 2.32
H 4.088 -0.832 -1.508 -1.76 1.33 -0.68
H 2.609 2.562 -3.433 0.21 0.38 2.49
H 2.166 5.026 -2.174 0.80 -2.13 1.79
H 2.380 5.288 0.639 0.61 -2.65 -1.08
H 3.074 2.993 2.176 -0.09 -0.34 -2.89
H 3.496 0.451 0.844 0.54 2.78 -2.71
C 2.745 -0.821 3.445 -0.53 -0.07 0.97
Cl 2.396 0.451 2.268 -1.86 -1.42 3.62
Cl 3.255 -2.310 2.640 0.66 -0.11 1.25
H 3.546 -0.482 4.107 -0.30 -0.11 -0.46
H 1.844 -1.022 4.029 0.20 -0.09 -0.21
C 7.085 -0.407 3.805 0.45 -0.11 -0.16
Cl 5.717 -0.393 4.925 0.31 -0.03 0.31
Cl 6.738 0.558 2.366 -0.01 0.51 0.62
H 7.961 0.007 4.309 -0.33 -0.01 -0.10
H 7.286 -1.438 3.502 -0.18 0.24 0.00
C 8.494 -1.559 -0.451 0.04 0.15 -0.24
Cl 6.853 -1.506 0.205 -0.23 -0.49 -0.51
Cl 9.637 -2.182 0.746 0.05 0.02 -0.06
H 8.506 -2.211 -1.327 -0.14 0.48 0.91
H 8.795 -0.549 -0.738 -0.10 -0.22 0.21
C -6.500 1.940 2.592 -0.04 0.47 -0.12
Cl -5.550 0.450 2.537 0.11 -0.08 -0.06
Cl -8.028 1.689 3.443 0.13 0.05 -0.09
H -5.924 2.709 3.113 -0.14 -0.31 -0.04
H -6.710 2.265 1.571 -0.01 -0.20 0.27
C -11.419 2.936 3.853 0.29 -0.10 -0.18
Cl -12.815 2.057 4.488 0.02 -0.09 -0.04
Cl -11.496 4.649 4.284 0.11 -0.05 -0.07
H -10.507 2.505 4.272 -0.36 0.18 0.01
H -11.405 2.844 2.765 -0.12 0.07 0.30
C -13.678 -1.746 5.439 -0.15 0.35 0.03
Cl -13.455 -2.768 4.015 -0.04 0.09 -0.07
Cl -13.052 -2.534 6.892 -0.03 0.10 0.04
H -13.146 -0.804 5.288 -0.04 -0.33 0.03
H -14.745 -1.549 5.573 0.28 -0.19 -0.03
C 10.664 -2.201 -3.690 0.42 -0.05 -0.23
Cl 9.268 -3.080 -3.056 0.29 -0.65 -0.89
Cl 10.587 -0.489 -3.259 0.08 0.00 -0.05
H 11.577 -2.633 -3.272 -0.32 0.13 0.01
H 10.678 -2.294 -4.779 -0.14 0.07 0.31
C 1.069 -2.795 -6.145 0.49 -0.11 -0.22
Cl 0.925 -1.053 -6.404 0.06 -0.02 0.01
Cl -0.326 -3.425 -5.261 -0.05 -0.18 0.08
H 1.131 -3.296 -7.114 -0.17 0.17 0.26
H 1.976 -2.995 -5.568 -0.31 0.12 -0.05
```
Positions in Å, forces in eV/Å.

Calculated values
**Orbital gap**: 0.2436 Ha
**Charge**: +1
**E**: -253100.0805 eV



# 2
A cluster of 2 separate species, C24H47BCl2F3N9O7PS2 in total in a non-equilibrium geometry, computed with ωB97M-V/def2-TZVPD.

```
96
Properties=species:S:1:pos:R:3:forces:R:3
C 0.832 -2.690 2.798 -0.33 0.05 -0.17
C 0.766 -2.637 1.256 1.02 0.16 0.83
C 0.441 -1.289 0.606 -1.31 -0.65 -0.79
C 0.395 -1.560 -0.928 1.32 -0.17 -0.02
N 1.754 -1.924 -1.421 -0.48 -0.04 0.08
C -0.979 -0.848 1.106 0.14 0.40 -0.45
C -2.097 -1.759 0.565 -0.71 0.00 0.48
C -3.053 -2.172 1.692 0.69 -0.21 0.18
S -4.406 -3.179 1.040 -0.12 -0.22 -0.44
C -4.486 -4.357 2.318 0.10 0.75 0.82
N -4.405 -4.066 3.580 -0.04 -0.15 -0.49
N -4.483 -5.268 4.252 -0.01 -0.76 -0.36
C -4.615 -6.183 3.345 0.09 0.71 0.82
O -4.613 -5.674 2.090 -0.12 -0.23 -0.21
C -1.297 0.663 0.913 -0.39 0.20 0.63
Cl -1.673 1.078 -0.791 0.28 0.06 -0.13
C -2.481 1.132 1.791 -0.10 0.00 -0.40
C -3.890 1.019 1.189 -0.37 0.37 0.79
C -4.425 2.323 0.579 0.07 -0.42 -0.90
C -5.952 2.462 0.623 0.92 -0.25 0.31
S -6.837 1.767 -0.758 -0.80 0.78 -0.05
O -6.523 2.516 -1.929 0.42 -0.16 -0.08
O -8.197 1.619 -0.363 0.08 -0.29 0.09
Cl -6.073 -0.109 -1.029 0.03 -0.05 0.06
N -0.122 1.497 1.304 -0.72 -0.39 -0.59
N 0.145 1.537 2.682 0.56 0.10 0.16
C 1.032 1.035 0.615 0.02 -0.07 -0.22
N 1.594 1.856 -0.198 0.73 0.78 -0.16
B 2.743 1.397 -1.107 0.26 0.03 0.26
O 2.326 0.743 -2.205 -0.24 -0.27 0.35
N 4.111 1.758 -0.742 -0.01 -0.33 -0.77
C 4.481 2.922 -1.620 -0.11 -0.09 0.21
C 5.068 0.670 -1.041 0.16 0.14 0.01
P 0.963 3.571 -0.275 -1.19 0.11 0.15
C 1.940 4.192 1.130 0.28 -0.25 0.10
O 1.768 4.158 -1.565 0.22 -0.05 0.38
N 1.472 -0.243 0.780 -0.39 -0.29 1.38
C 2.738 -0.470 1.475 1.15 0.62 -0.43
C 3.012 0.358 2.728 0.06 -0.51 0.04
O 2.250 -0.116 3.813 -0.20 0.29 -0.08
C 4.487 0.205 3.125 -0.34 0.64 0.30
F 5.321 0.474 2.122 0.26 -0.03 -0.45
F 4.750 1.096 4.094 0.05 0.20 0.31
F 4.764 -0.993 3.606 0.11 -0.61 -0.07
H 1.835 -2.917 3.145 0.05 -0.05 0.11
H 0.155 -3.447 3.189 0.03 -0.12 0.03
H 0.547 -1.754 3.267 0.06 0.11 0.03
H 0.080 -3.400 0.904 -0.23 0.15 -0.23
H 1.745 -2.943 0.891 -0.04 -0.10 -0.21
H -0.271 -2.386 -1.148 -0.45 0.20 -0.04
H 0.112 -0.664 -1.468 -0.25 0.01 -0.01
H 1.697 -1.851 -2.433 0.06 -0.14 -0.23
H 1.873 -2.920 -1.274 0.21 -0.02 0.03
H -1.016 -0.966 2.191 0.32 -0.03 0.09
H -2.669 -1.274 -0.224 0.18 0.06 -0.21
H -1.721 -2.687 0.156 0.16 0.00 -0.13
H -3.412 -1.333 2.277 -0.28 0.08 -0.08
H -2.499 -2.806 2.383 -0.05 -0.04 0.11
H -4.721 -7.238 3.515 -0.03 -0.08 -0.24
H -2.448 0.591 2.734 0.07 -0.09 0.06
H -2.320 2.180 2.040 0.12 0.09 -0.06
H -4.557 0.783 2.023 0.01 -0.14 0.05
H -3.992 0.199 0.495 0.11 -0.10 -0.13
H -4.126 2.375 -0.470 0.10 0.14 -0.02
H -3.957 3.184 1.049 -0.16 0.09 0.22
H -6.356 2.031 1.535 -0.27 -0.02 -0.02
H -6.214 3.515 0.556 -0.30 0.03 -0.04
H -0.014 0.661 3.165 -0.03 -0.07 0.00
H -0.345 2.304 3.114 -0.21 0.00 -0.04
H 2.839 -0.053 -2.405 0.10 0.10 -0.22
H 4.611 3.823 -1.025 0.05 0.11 0.04
H 3.745 3.102 -2.403 -0.03 0.08 -0.04
H 5.410 2.712 -2.141 0.15 0.00 0.12
H 6.076 1.051 -0.904 0.07 0.01 0.06
H 4.996 0.310 -2.074 0.00 -0.02 -0.06
H 4.963 -0.175 -0.371 -0.12 -0.08 0.03
H 1.955 5.279 1.137 -0.04 0.11 -0.05
H 1.453 3.853 2.043 -0.10 0.02 0.07
H 2.954 3.790 1.143 0.11 0.12 -0.11
H 2.513 4.709 -1.292 0.19 -0.09 -0.28
H 3.555 -0.219 0.802 -0.02 -0.10 -0.08
H 2.910 -1.507 1.736 -0.49 -0.20 -0.15
H 2.875 1.427 2.562 -0.17 0.05 -0.15
H 2.108 0.621 4.416 0.05 -0.06 0.15
C 1.828 -1.145 -5.271 0.03 -0.02 -0.08
O 1.481 -2.139 -4.650 0.03 0.13 0.28
N 1.030 -0.441 -6.082 -0.01 0.09 -0.05
C 1.496 0.729 -6.803 -0.13 -0.07 0.01
C -0.351 -0.872 -6.244 0.08 -0.07 0.07
H 2.856 -0.744 -5.217 -0.01 0.00 -0.02
H 0.914 1.606 -6.515 0.03 0.03 -0.02
H 1.393 0.577 -7.878 0.03 0.04 -0.01
H 2.544 0.912 -6.574 0.01 -0.02 0.01
H -0.862 -0.864 -5.281 -0.04 0.00 -0.02
H -0.384 -1.887 -6.636 -0.04 0.00 0.00
H -0.859 -0.200 -6.930 0.02 0.03 -0.01
```
Positions in Å, forces in eV/Å.

Calculated values
**Orbital gap**: 0.3027 Ha
**Charge**: +1
**E**: -118221.9858 eV



# 3
A structure of composition C20H20CsN3O2S2Si in a non-equilibrium geometry, computed with ωB97M-V/def2-TZVPD.

```
49
Properties=species:S:1:pos:R:3:forces:R:3
Cs -0.888 1.136 -1.419 1.13 1.89 -0.85
N -0.057 0.265 3.412 0.02 -0.03 -0.21
N 1.268 -0.060 3.053 -0.24 -0.03 -0.07
C 1.685 -0.750 1.968 0.06 0.28 0.16
N 0.780 -1.388 1.237 -0.68 0.19 0.10
S 3.349 -0.766 1.635 0.19 -0.11 -0.08
H -0.659 -0.532 3.228 -0.08 -0.09 0.13
H -0.414 0.983 2.782 -0.10 0.04 -0.08
H 1.976 0.464 3.526 0.15 -0.04 0.10
H -0.256 -1.311 1.394 0.32 -0.06 -0.15
H 1.100 -1.820 0.389 0.05 -0.04 0.00
O -1.975 -0.831 -0.550 -0.92 -1.46 0.54
C -2.506 -0.717 0.578 -0.11 -0.54 0.73
O -2.006 -1.138 1.655 0.16 -0.02 -0.04
C -3.867 -0.077 0.682 -0.11 0.18 -0.05
C -4.991 -0.873 0.520 -0.04 -0.01 0.02
C -6.270 -0.342 0.629 -0.03 -0.09 0.00
C -6.412 1.010 0.914 -0.02 0.05 0.00
C -5.295 1.812 1.079 0.00 -0.14 -0.06
C -3.990 1.300 0.959 -0.21 -0.12 0.07
S -2.617 2.345 1.171 0.28 0.32 0.22
H -4.854 -1.930 0.316 -0.02 0.01 -0.04
H -7.141 -0.976 0.503 0.01 0.00 -0.01
H -7.404 1.443 1.009 0.01 0.00 0.01
H -5.404 2.864 1.310 0.00 0.02 -0.02
C 3.671 -2.191 -6.569 0.00 0.01 -0.03
C 3.361 -0.840 -6.642 0.07 -0.07 -0.02
C 2.199 -0.354 -6.059 -0.05 0.00 0.03
C 1.284 -1.185 -5.396 0.10 0.10 -0.32
C 1.633 -2.544 -5.333 -0.07 -0.02 0.00
C 2.795 -3.040 -5.900 0.08 -0.03 -0.03
Si -0.236 -0.597 -4.405 0.17 -0.37 0.22
C -1.248 0.680 -5.390 0.04 0.17 -0.22
C -2.646 0.655 -5.254 0.01 -0.06 0.02
C -3.459 1.657 -5.757 -0.03 0.06 -0.04
C -2.904 2.740 -6.431 -0.02 0.00 -0.01
C -1.525 2.798 -6.581 -0.06 0.03 -0.02
C -0.720 1.793 -6.063 -0.01 -0.03 0.02
H 4.578 -2.576 -7.020 0.01 0.00 0.02
H 4.038 -0.160 -7.149 -0.02 0.02 0.00
H 2.008 0.711 -6.113 0.02 0.02 -0.01
H 0.963 -3.227 -4.820 0.01 0.00 -0.02
H 3.027 -4.097 -5.825 -0.03 0.00 0.01
H -1.106 -1.807 -4.655 -0.07 -0.02 -0.02
H -3.099 -0.180 -4.726 -0.02 0.01 -0.02
H -4.534 1.599 -5.625 0.00 -0.02 0.02
H -3.537 3.530 -6.819 0.01 0.00 -0.01
H -1.074 3.638 -7.099 0.01 -0.01 0.01
H 0.353 1.888 -6.175 0.01 0.02 -0.02
```
Positions in Å, forces in eV/Å.

Calculated values
**Orbital gap**: 0.1828 Ha
**Charge**: -2
**E**: -59727.8274 eV



# 4
A structure of composition C10H10F6N3O6S4ScTe4 in a non-equilibrium geometry, computed with ωB97M-V/def2-TZVPD.

```
44
Properties=species:S:1:pos:R:3:forces:R:3
Sc -0.657 -0.365 0.018 -0.04 -0.32 1.22
C -0.745 1.341 3.194 -0.05 0.11 -0.06
O 0.218 1.064 2.170 -0.17 -0.16 0.03
C 1.501 0.782 2.717 0.01 0.00 0.00
C 1.797 -0.694 2.639 -0.02 -0.01 -0.02
O 1.699 -1.040 1.279 0.17 0.31 -0.33
C 2.458 -2.196 0.913 -0.07 -0.09 0.10
H -0.385 2.175 3.805 0.00 0.01 -0.01
H -0.925 0.462 3.813 0.04 0.01 0.03
H -1.671 1.622 2.702 0.00 -0.02 0.01
H 1.546 1.129 3.753 0.03 0.01 -0.01
H 2.236 1.333 2.125 -0.02 0.00 -0.02
H 1.088 -1.284 3.234 0.01 -0.02 -0.01
H 2.816 -0.882 2.999 -0.02 0.00 0.06
H 3.514 -2.021 1.152 0.00 0.00 0.01
H 2.328 -2.344 -0.154 -0.01 -0.01 0.01
H 2.079 -3.084 1.416 0.00 0.00 -0.01
Te -0.278 1.605 -2.584 -0.31 -0.23 -1.37
Te 2.647 2.742 -3.368 0.34 -0.22 0.12
Te 5.121 3.568 -3.296 -0.11 0.03 0.12
Te 1.838 0.831 -1.064 0.37 0.55 -0.67
F 0.175 -5.891 0.503 -0.08 -0.06 0.09
C 1.092 -5.021 -0.129 0.06 -0.10 -0.03
F 2.312 -5.686 0.152 0.13 0.04 0.07
F 0.904 -5.396 -1.480 0.00 0.00 -0.11
S -0.846 -3.022 -0.322 -0.35 0.07 0.46
O 0.081 -1.953 -0.993 -0.14 -0.31 0.29
O -2.210 -2.387 -0.466 0.20 0.23 -0.54
N -0.576 -2.569 1.387 -0.55 0.27 -0.36
S -1.766 -1.905 2.129 0.14 -0.01 0.25
O -2.130 -0.576 1.523 0.15 -0.47 0.09
O -1.566 -1.790 3.550 0.16 -0.20 -0.02
C -3.381 -2.880 2.010 0.01 0.00 0.08
F -4.311 -2.238 1.317 0.07 -0.11 0.01
F -3.850 -3.046 3.260 0.00 0.01 -0.15
F -3.173 -4.090 1.500 -0.05 0.09 0.03
S -2.156 0.061 -2.227 0.31 1.16 0.73
C -2.941 1.091 -0.914 0.17 0.44 0.14
S -1.923 2.064 0.044 -0.28 -0.54 0.16
C -4.292 1.004 -0.700 -0.13 -0.62 -0.30
C -5.139 0.229 -1.554 0.07 -0.04 0.02
N -5.814 -0.396 -2.248 -0.04 0.06 -0.03
C -4.909 1.589 0.447 0.05 0.17 -0.08
N -5.441 2.068 1.349 -0.03 -0.02 0.00
```
Positions in Å, forces in eV/Å.

Calculated values
**Orbital gap (alpha / beta)**: 0.1594 / 0.1596 Ha
**Charge**: -2
**Energy above the lowest of the compared OMol25 structures with the same formula, charge and spin**: 104.99 kcal/mol
**E**: -136808.1799 eV